Below is a cluster of 3 separate species, C29H54FIN4O5PS in total, with properties calculated with ωB97M-V/def2-TZVPD.

Computed properties:
- E_HOMO (eV) = -10.6
- total charge = +1
- lowest unoccupied orbital energy (hartree) = -0.134
- frontier orbital gap (eV) = 6.925
- total energy (Ha) = -2869.38661

The geometry in XYZ format:
```
96
Properties=species:S:1:pos:R:3:forces:R:3:mulliken_charge:R:1
C -3.6366 -3.0902 -0.1353 0.509 -0.115 -0.296 -1.311
C -3.5861 -2.8190 -1.6651 -0.154 0.961 1.160 -0.226
C -2.9640 -1.4045 -1.8705 0.510 -0.665 -0.363 -0.555
C -1.4905 -1.4994 -2.3613 -0.792 1.187 0.662 -0.386
C -0.9683 -0.0517 -2.5519 0.082 -1.056 -0.515 -0.911
C 0.5860 0.0865 -2.5212 -0.790 0.896 0.026 -1.051
C 0.9852 1.3882 -1.7572 -0.051 -0.661 -1.786 -1.159
N 1.5921 1.1831 -0.3824 0.965 0.111 -0.279 0.755
P 0.6992 -0.0366 0.6275 -3.062 -0.336 1.081 0.270
S -1.0560 0.5852 1.1383 0.576 0.068 -0.144 -0.272
C 3.0109 0.6362 -0.5547 0.593 -0.293 0.305 -1.468
C 4.1082 1.6892 -0.3457 0.754 -1.057 -0.831 1.020
C 5.4185 1.0896 -0.9342 0.107 0.539 0.480 -1.090
C 6.4704 0.8517 0.1761 -0.044 -0.530 0.015 -1.303
C 6.0377 -0.2291 1.1642 0.244 0.423 -0.455 0.699
C 5.1387 -0.0276 2.2041 0.144 0.386 -0.186 -0.034
C 4.8297 -1.0729 3.0474 -0.938 0.092 0.898 -0.787
C 5.3517 -2.3348 2.8787 0.219 -0.790 -0.053 -0.514
C 6.2217 -2.5548 1.8284 0.198 -0.129 -0.225 -0.611
C 6.5626 -1.4998 1.0055 0.397 -0.320 -0.568 -0.468
O 3.7155 2.8462 -1.0762 -0.675 -0.170 0.304 -0.518
C 2.6993 3.4901 -0.3407 0.599 0.827 0.057 -0.162
C 2.0456 4.5960 -1.2272 0.661 -0.345 -1.175 -0.287
O 1.7499 4.3866 -2.3681 -0.003 0.286 1.008 -0.393
N 1.8605 5.8860 -0.5737 -1.020 -1.349 1.916 -0.250
C 0.4872 5.9345 -0.1793 -1.973 0.483 -2.051 0.542
O -0.4250 5.8793 -0.9505 1.122 -0.089 1.073 -0.415
F 0.2382 6.0167 1.1465 1.057 0.101 -0.417 -0.177
C 1.6051 2.5405 0.2775 0.295 0.708 0.270 -1.194
I 1.8837 2.5059 2.4190 0.116 -0.078 -0.218 0.288
H -4.3402 -3.8787 0.1498 0.188 0.103 -0.064 0.379
H -3.8644 -2.1728 0.4220 -0.263 -0.256 -0.159 0.323
H -2.6243 -3.3810 0.1880 -0.303 -0.082 0.087 0.278
H -4.6077 -2.8304 -2.0617 0.308 -0.202 -0.126 0.256
H -2.9609 -3.5802 -2.1433 -0.412 0.064 -0.146 0.217
H -3.5815 -0.7829 -2.5323 0.263 -0.170 -0.086 0.392
H -2.9006 -0.8675 -0.9131 -0.267 -0.133 -0.186 0.129
H -0.9454 -1.9483 -1.5129 0.058 -0.300 -0.491 0.044
H -1.4181 -2.1025 -3.2719 0.228 0.020 0.250 0.390
H -1.3158 0.2885 -3.5368 0.042 0.096 0.262 0.430
H -1.4761 0.5762 -1.8108 0.383 -0.050 -0.005 0.499
H 1.0957 -0.8149 -2.1619 -0.102 0.169 -0.013 0.658
H 0.8999 0.2391 -3.5606 0.224 -0.140 0.301 0.468
H 1.7351 1.9015 -2.3709 0.080 0.075 0.646 0.480
H 0.1124 2.0476 -1.7468 0.172 -0.142 0.643 0.666
H 0.5152 -1.2140 -0.1325 0.967 0.430 -0.246 0.105
H 1.5142 -0.4041 1.7234 0.481 0.323 -0.689 0.203
H 3.1424 0.2464 -1.5692 -0.520 0.273 0.101 0.421
H 3.1470 -0.2340 0.1072 0.097 0.386 0.055 0.853
H 4.3307 1.9122 0.7026 -0.532 0.251 -0.149 0.031
H 5.8212 1.7906 -1.6761 -0.199 -0.092 0.116 0.369
H 5.2026 0.1455 -1.4500 0.161 0.150 0.079 0.423
H 7.3947 0.4904 -0.2923 -0.188 0.213 0.027 0.551
H 6.7339 1.7767 0.7045 -0.242 -0.042 -0.183 0.359
H 4.6972 0.9505 2.3826 0.153 -0.140 0.108 0.548
H 4.1385 -0.9034 3.8723 0.138 0.039 -0.101 0.454
H 5.1086 -3.1625 3.5404 -0.102 0.286 0.004 0.404
H 6.6607 -3.5243 1.6081 -0.146 0.065 0.297 0.398
H 7.2741 -1.6966 0.2041 -0.117 0.163 0.081 0.321
H 3.1984 4.0023 0.4982 -0.259 -0.171 -0.079 0.771
H 2.3802 5.8881 0.3063 0.296 0.183 -0.298 0.349
H 0.6340 3.0158 0.1121 -0.023 -0.547 0.222 0.785
C -1.8233 6.1454 6.2983 0.016 0.186 -0.001 -1.347
C -0.9429 5.2101 7.1217 -0.283 -0.093 -0.278 0.321
C 0.1752 4.5417 6.3057 0.174 0.014 0.338 -0.638
O -0.2567 3.4710 5.4780 0.278 0.141 -0.227 -0.400
C -0.8105 3.8631 4.2363 -0.312 -0.238 0.130 -0.322
N -1.7957 4.2234 7.7906 0.310 -0.124 -0.025 -0.738
H -2.5285 5.6032 5.6680 0.039 -0.055 0.017 0.267
H -2.4114 6.7841 6.9569 -0.003 -0.061 0.020 0.348
H -1.2191 6.7930 5.6587 -0.012 -0.011 -0.009 0.331
H -0.4589 5.8173 7.8922 0.086 -0.082 -0.002 0.427
H 0.8840 4.0966 7.0092 -0.044 -0.085 -0.028 0.355
H 0.7378 5.2798 5.7182 -0.112 0.041 -0.081 0.359
H -0.3212 4.7553 3.8319 -0.050 0.060 0.047 0.270
H -1.8852 4.0311 4.3284 0.014 0.189 -0.102 0.255
H -0.6659 3.0395 3.5368 -0.121 0.021 0.076 -0.078
H -1.2238 3.6631 8.4173 -0.081 0.089 0.132 0.274
H -2.1036 3.5574 7.0863 -0.137 0.076 0.015 0.323
C -6.1177 -7.0131 -6.0576 -0.147 0.025 -0.127 -1.421
C -6.2130 -6.6981 -4.5679 0.296 -0.105 -0.201 0.319
C -5.4565 -5.4237 -4.1588 -0.134 -0.027 0.268 -0.671
O -4.0458 -5.5811 -4.0780 -0.186 0.242 -0.172 -0.347
C -3.3720 -5.4865 -5.3200 0.204 -0.137 0.180 -0.770
N -5.7637 -7.8677 -3.8069 0.011 0.232 0.191 -0.725
H -5.1489 -7.4307 -6.3318 0.017 0.024 0.064 0.279
H -6.8717 -7.7496 -6.3347 0.029 -0.019 0.055 0.358
H -6.2886 -6.1184 -6.6605 0.021 -0.007 0.000 0.342
H -7.2701 -6.5311 -4.3406 0.036 0.057 0.089 0.424
H -5.7782 -5.1511 -3.1495 0.098 -0.042 0.034 0.313
H -5.7152 -4.5767 -4.8075 0.061 -0.062 -0.121 0.435
H -3.8495 -4.7666 -5.9907 -0.059 -0.050 -0.015 0.348
H -3.3090 -6.4638 -5.8023 -0.038 0.074 -0.167 0.260
H -2.3523 -5.1523 -5.1214 -0.032 0.027 0.056 0.267
H -5.9202 -7.6969 -2.8169 -0.122 -0.105 -0.015 0.278
H -4.7505 -7.9118 -3.8859 -0.030 -0.100 -0.094 0.320
```
Positions in Å, forces in eV/Å.